C6H12N2 | ωB97M-V/def2-TZVPD

Output
Net charge: 0
Lowest unoccupied orbital energy in Ha: 0.0423
Energy relative to the best compared isomer or geometry (same formula, charge and spin) in kcal per mole: 41.4
Gap between HOMO and LUMO in eV: 8.588
SMILES string: C1CN2CCN1CC2

Atoms and positions in Å:
H 0.03 0.72 -2.21
C 0.35 1.19 1.05
H 2.03 -0.78 -0.82
H -2.41 0.57 0.52
H 0.45 -0.80 2.16
H 0.82 -1.39 -1.81
H -0.23 1.49 1.99
C 0.99 -0.70 -0.97
N 0.31 -1.16 0.24
H 1.35 1.48 -1.23
C -1.59 0.32 -0.17
H 1.97 -0.46 1.26
C -1.08 -1.09 0.15
C 0.52 0.77 -1.25
N -0.43 1.18 -0.18
H -1.53 -1.76 -0.72
H -1.99 0.36 -1.16
H -1.63 -1.42 1.09
C 0.82 -0.31 1.26
H 1.25 1.76 0.80

C6H12N2 | ωB97M-V/def2-TZVPD

Output
Net charge: 0
Lowest unoccupied orbital energy in Ha: 0.0368
Energy relative to the best compared isomer or geometry (same formula, charge and spin) in kcal per mole: 133.2
Gap between HOMO and LUMO in eV: 9.216
SMILES string: C[C@]12CNC[C@]1(C)N2

Atoms and positions in Å:
H -0.65 -0.35 1.88
H -2.42 1.25 -0.67
H 2.95 0.45 0.27
C 2.09 0.13 -0.21
H 0.78 -1.30 2.03
H 2.20 -0.91 -0.35
H -2.46 -0.22 0.25
C 0.13 -0.76 1.22
H 2.16 0.57 -1.23
C -0.46 0.62 -0.38
H -1.35 -0.78 -1.60
N 0.24 1.75 0.20
C -1.88 0.74 0.16
H 0.54 -1.00 -1.72
C 0.74 0.34 0.44
H -1.36 -1.87 0.13
H -1.65 1.47 1.05
H 1.02 2.21 -0.35
C -0.37 -0.68 -1.14
N -0.25 -1.64 0.04

C6H12N2 | ωB97M-V/def2-TZVPD

Output
Net charge: 0
Lowest unoccupied orbital energy in Ha: 0.0360
Energy relative to the best compared isomer or geometry (same formula, charge and spin) in kcal per mole: 89.3
Gap between HOMO and LUMO in eV: 8.628

Atoms and positions in Å:
C 0.45 0.07 0.85
C 3.19 -0.01 0.06
H 0.92 -0.09 -2.24
H 4.22 -0.34 0.15
H -1.26 2.19 -0.09
H 2.35 -1.48 1.30
C -1.82 0.38 0.11
N 0.31 0.38 -1.59
C -0.07 -0.30 -0.44
H 0.54 1.36 -1.47
H -2.83 -1.38 -0.53
H 3.05 0.83 -0.61
H 0.08 -0.50 1.69
H -0.18 -1.37 -0.61
H 0.63 1.12 1.03
H -2.86 -1.12 1.21
C 2.18 -0.60 0.68
H -3.90 -0.13 0.19
C -2.93 -0.62 0.24
N -2.08 1.60 0.05

C6H12N2 | ωB97M-V/def2-TZVPD

Output
Net charge: 0
Lowest unoccupied orbital energy in Ha: 0.0283
Energy relative to the best compared isomer or geometry (same formula, charge and spin) in kcal per mole: 67.0
Gap between HOMO and LUMO in eV: 8.679

Atoms and positions in Å:
C -1.65 -0.08 1.24
H 1.61 1.24 1.04
H 1.89 0.69 -1.95
H -0.21 -3.08 -0.43
H -2.71 -0.31 1.14
N 0.25 -2.21 -0.21
H -1.51 0.63 2.05
C -0.13 -1.10 -0.84
C 0.90 1.00 -1.62
H 0.90 2.05 -1.33
H 2.48 -0.16 0.40
C 0.51 0.14 -0.43
C 1.50 0.21 0.72
H -1.19 -1.02 1.56
H -2.42 1.85 -0.20
N -1.59 1.47 -0.66
H 1.04 -2.28 0.42
H 0.20 0.88 -2.44
C -1.09 0.48 -0.05
H 1.20 -0.38 1.58

C6H12N2 | ωB97M-V/def2-TZVPD

Output
Net charge: 0
Lowest unoccupied orbital energy in Ha: 0.0381
Energy relative to the best compared isomer or geometry (same formula, charge and spin) in kcal per mole: 135.8
Gap between HOMO and LUMO in eV: 9.188
SMILES string: C[C@H]1[C@@H]2N[C@H]2CN1C

Atoms and positions in Å:
H -1.54 2.18 -0.70
H 0.54 -1.71 1.21
H -2.47 -0.07 -0.35
C -1.87 -0.86 0.11
H 1.76 -0.55 -1.48
H -1.32 1.39 1.00
H 0.23 -2.51 -0.25
H 0.79 0.28 1.36
C 1.25 0.50 0.35
N 2.66 0.20 0.28
C 0.47 -1.58 0.17
H 3.10 0.59 -0.48
H -2.11 -1.93 -0.12
C -0.75 1.82 0.07
C 1.79 -0.74 -0.41
H -0.18 2.75 0.49
H 0.24 1.03 -1.48
C -0.02 0.70 -0.50
H -2.05 -0.81 1.14
N -0.51 -0.67 -0.41

C6H12N2 | ωB97M-V/def2-TZVPD

Output
Net charge: 0
Lowest unoccupied orbital energy in Ha: 0.0319
Energy relative to the best compared isomer or geometry (same formula, charge and spin) in kcal per mole: 57.9
Gap between HOMO and LUMO in eV: 9.631
SMILES string: Cc1c[nH]cn1.CC

Atoms and positions in Å:
H -0.51 0.89 -2.98
H -0.96 1.14 2.49
C -2.36 0.58 -2.16
N 1.11 0.90 1.21
H -1.36 -0.35 -3.80
H 0.27 -2.28 0.63
C 2.04 0.52 0.44
N 1.65 -0.76 -0.10
C 0.54 -1.20 0.68
H -1.99 1.48 -1.64
H -0.60 -0.70 -2.38
H -2.89 -0.08 -1.43
C -0.99 0.11 2.46
C -1.07 0.02 -2.89
C 0.02 -0.17 1.33
H 2.89 1.04 0.09
H -3.18 0.90 -2.80
H 2.36 -1.42 -0.71
H -0.35 -0.41 3.32
H -2.06 -0.36 2.32

C6H12N2 | ωB97M-V/def2-TZVPD

Output
Net charge: 0
Lowest unoccupied orbital energy in Ha: 0.0321
Energy relative to the best compared isomer or geometry (same formula, charge and spin) in kcal per mole: 39.1
Gap between HOMO and LUMO in eV: 9.252
SMILES string: Cc1c[nH]cn1.CC

Atoms and positions in Å:
C 0.18 -0.18 -2.44
C -1.43 0.52 -0.51
H 1.25 0.06 1.77
N -1.67 1.73 0.30
C -0.51 0.79 -1.57
C -0.89 2.66 -0.31
H 0.39 0.42 -3.30
H -1.91 -0.30 -0.10
H 2.22 -0.91 0.70
N -0.27 2.17 -1.48
C 0.59 -2.02 1.59
H 0.92 -3.05 1.49
H -2.23 1.76 1.12
H -0.74 -0.70 -2.68
H 0.02 -2.09 2.57
H 2.39 -1.11 2.34
H -0.16 -1.76 0.91
H 1.08 -0.71 -2.08
H -0.91 3.67 0.11
C 1.68 -0.96 1.57

C6H12N2 | ωB97M-V/def2-TZVPD

Output
Net charge: 0
Lowest unoccupied orbital energy in Ha: 0.0332
Energy relative to the best compared isomer or geometry (same formula, charge and spin) in kcal per mole: 178.8
Gap between HOMO and LUMO in eV: 8.492
SMILES string: CN1[C@@H]2CNC[C@]21C

Atoms and positions in Å:
H -0.39 1.34 2.22
H -1.60 -1.59 -0.08
H -0.18 -1.73 1.09
H 1.77 -2.01 0.64
H 1.22 1.31 -2.71
C 0.24 0.88 1.47
H -2.92 -0.04 0.42
C -1.79 -0.55 0.58
C 0.71 -0.37 -0.45
C 0.10 0.86 -2.49
C 0.85 -1.29 0.83
N -0.40 0.19 -1.24
H 0.08 -0.03 -3.43
N 0.97 -0.27 1.85
H 1.59 0.15 -0.76
C -0.66 0.43 0.26
H 0.97 1.72 1.17
H -1.80 -0.77 1.65
H -0.66 1.57 -2.89
H 1.90 0.21 1.87

C6H12N2 | ωB97M-V/def2-TZVPD

Output
Net charge: 0
Lowest unoccupied orbital energy in Ha: 0.0371
Energy relative to the best compared isomer or geometry (same formula, charge and spin) in kcal per mole: 34.3
Gap between HOMO and LUMO in eV: 8.774
SMILES string: [H]/N=C(\C)C(=C)N(C)C

Atoms and positions in Å:
C 0.08 0.23 0.52
H 0.55 0.12 2.60
H -0.09 1.74 2.00
C -0.32 0.30 -1.94
H -0.56 -3.06 0.58
H -0.96 2.81 0.13
C -0.22 -2.25 1.23
H -0.70 2.78 -1.60
H 0.47 -2.66 1.98
H 0.70 0.28 -2.34
H -1.09 -1.82 1.74
N -0.34 0.93 -0.62
C 0.18 0.72 1.77
H 0.70 2.76 -0.52
N 1.46 -1.58 -0.39
H 1.61 -2.59 -0.33
H -0.95 0.85 -2.65
C -0.32 2.39 -0.65
C 0.50 -1.22 0.40
H -0.72 -0.72 -1.91

C6H12N2 | ωB97M-V/def2-TZVPD

Output
Net charge: 0
Lowest unoccupied orbital energy in Ha: 0.0418
Energy relative to the best compared isomer or geometry (same formula, charge and spin) in kcal per mole: 83.9
Gap between HOMO and LUMO in eV: 9.691
SMILES string: C[C@H]1CN[C@@H]2C[C@H]2N1

Atoms and positions in Å:
H -0.70 1.38 1.15
H -3.18 0.27 -0.29
C 1.53 0.45 0.40
H 1.13 2.40 -0.15
H -1.18 2.09 -0.47
H 1.46 0.47 1.50
H -0.57 -1.96 -0.20
C 2.54 -0.69 0.03
H 2.96 -1.15 0.96
C -2.49 -0.45 0.14
H 1.04 -0.57 -1.37
C -1.09 -0.10 -0.33
H -2.47 -0.23 1.29
C 1.09 -0.81 -0.29
N -0.16 -1.15 0.18
H -2.59 -1.59 -0.03
C -0.55 1.29 0.04
H 3.22 -0.88 -0.85
H -0.91 -0.19 -1.45
N 0.90 1.43 -0.27

C6H12N2 | ωB97M-V/def2-TZVPD

Output
Net charge: 0
Lowest unoccupied orbital energy in Ha: 0.0235
Energy relative to the best compared isomer or geometry (same formula, charge and spin) in kcal per mole: 103.6
Gap between HOMO and LUMO in eV: 7.060
SMILES string: C=C(CC)/C(N)=C/N

Atoms and positions in Å:
C -0.86 0.65 -0.57
H -2.71 -0.65 1.06
H 3.31 -0.76 -1.11
C -1.74 -0.97 1.44
H -2.43 0.65 -1.99
H 2.93 -0.14 0.44
N 2.79 -0.09 -0.56
H 0.02 1.27 1.73
H -1.45 -0.30 2.24
C -0.70 -1.00 0.34
C 0.50 0.65 -0.14
H 1.35 0.17 -2.06
N 0.85 1.04 1.19
H 1.48 1.84 1.16
C 1.54 0.28 -1.00
C -1.41 0.93 -1.73
H -1.00 -1.61 -0.51
H 0.23 -1.44 0.71
H -0.84 1.44 -2.51
H -1.85 -1.97 1.87

C6H12N2 | ωB97M-V/def2-TZVPD

Output
Net charge: +2
Lowest unoccupied orbital energy (alpha / beta) in Ha: -0.3759 / -0.3943
Energy relative to the best compared isomer or geometry (same formula, charge and spin) in kcal per mole: 144.3
Gap between HOMO and LUMO (alpha / beta) in eV: 8.641 / 8.342
SMILES string: C[N+]1=C[N+](C)(C)C=C1

Atoms and positions in Å:
C 2.72 -0.61 0.02
H 0.30 -1.67 -0.03
C -1.79 -0.52 1.00
C -1.56 -0.02 -1.28
C -0.47 1.51 0.33
N 1.47 0.09 0.11
H 2.42 -1.54 -0.39
H 3.26 -0.60 0.94
H -2.63 0.51 -1.27
H -1.69 -1.03 -1.49
H 3.39 -0.12 -0.75
N -0.88 0.16 0.05
C 1.38 1.38 0.18
H -2.79 0.14 1.21
H -1.12 2.34 0.70
H -2.13 -1.50 0.50
C 0.30 -0.58 -0.12
H -1.01 0.60 -2.16
H 2.10 2.24 0.40
H -1.28 -0.78 2.05